1.
A cluster of 2 separate species, C3H7NO2S in total, computed with wB97M-V/def2-TZVPD.

Summary:
LUMO level (spin up / spin down) = -0.0369 / -0.0369 Ha
HOMO-LUMO gap (spin up / spin down) = 8.354 / 8.351 eV
Electronic energy = -19638.7320 eV
Energy relative to the best compared isomer or geometry (same formula, charge and spin) = 663.1 kJ/mol

Structure (ORCA input):
```
! RIJCOSX wB97M-V def2-TZVPD def2/J DEFGRID3
* xyz 0 1
C -0.53438 -1.71372 0.30106
C 1.35547 1.78971 0.23170
C -0.62383 -0.22819 0.36202
N -1.57932 0.31396 -0.35982
O -1.95206 1.47300 -0.16040
O 1.99453 -0.66388 0.01724
S 1.04844 0.25642 -0.61392
H -0.72921 -1.97695 -0.81635
H -1.33744 -2.10499 0.97929
H 0.55799 -1.92102 0.55955
H 2.01292 1.70736 1.05945
H 0.62705 2.19760 0.76737
H 1.70358 2.57571 -0.48350
H -0.36931 0.36681 1.74207
*
```

=====

2.
A structure of composition C34H57CoN3O3Si, computed with wB97M-V/def2-TZVPD.

Summary:
LUMO level (spin up / spin down) = 0.0043 / 0.0043 Ha
HOMO-LUMO gap (spin up / spin down) = 6.625 / 6.992 eV
<S²> = 3.76
Electronic energy = -92299.1939 eV

Structure (ORCA input):
```
! RIJCOSX wB97M-V def2-TZVPD def2/J DEFGRID3
* xyz 0 4
O 2.08559 1.55085 -1.25760
O 4.05232 0.22722 0.49242
C 2.68628 1.03207 -2.58138
C 1.99156 1.80738 -3.66832
H 2.50174 -0.03448 -2.56297
H 3.75747 1.21681 -2.51604
H 0.89917 1.75698 -3.55422
H 2.24412 1.41912 -4.66147
H 2.29826 2.86105 -3.63988
C 2.69911 2.86084 -0.76160
C 4.15248 2.98045 -1.14556
H 2.54604 2.85581 0.31763
H 2.06004 3.63183 -1.21386
H 4.75143 2.26787 -0.55756
H 4.49486 3.99931 -0.92263
H 4.32966 2.81307 -2.21729
C 3.98642 0.54438 1.89369
C 4.83638 -0.91730 0.14522
C 4.91605 1.68193 2.24900
H 4.22958 -0.36162 2.48379
H 2.93561 0.81359 2.09657
H 5.95852 1.38708 2.09247
H 4.76097 1.91521 3.30525
H 4.69915 2.57908 1.65893
C 6.31729 -0.64650 0.26062
H 4.54831 -1.16290 -0.88503
H 4.54784 -1.76431 0.79355
H 6.60558 0.25057 -0.29248
H 6.84514 -1.49571 -0.17058
H 6.62012 -0.53748 1.30307
H 1.95940 0.80816 -0.58830
N -2.56870 -0.53238 -1.11951
C -3.48574 -1.41663 -0.69997
C -3.53992 -1.92317 0.60696
C -2.90537 -1.41328 1.73085
C -4.53756 -1.93028 -1.64206
H -4.10420 -2.43667 -2.51896
H -5.21256 -1.13120 -1.98715
H -5.14394 -2.67109 -1.09742
C -3.15812 -2.06162 3.05998
H -3.76797 -1.41344 3.70265
H -2.23199 -2.33272 3.59071
H -3.73129 -2.98017 2.88901
N -2.12807 -0.31664 1.65297
C -2.62502 0.06455 -2.42465
C -1.80255 -0.40978 -3.48120
C -0.91442 -1.60857 -3.34729
C -1.82488 0.26078 -4.70588
H -1.20387 -0.13186 -5.51502
C -2.65679 1.35854 -4.93087
H -2.66012 1.84715 -5.91500
C -3.48024 1.81015 -3.90182
H -4.16051 2.65376 -4.08506
C -3.47804 1.17801 -2.65670
C -4.44475 1.70974 -1.64859
C -2.07458 0.56835 2.76853
C -0.91246 0.62807 3.55776
C 0.26343 -0.25267 3.26312
C -0.90703 1.48848 4.65482
H -0.01867 1.52402 5.27322
C -2.00890 2.27931 4.98339
H -1.97288 2.96702 5.82694
C -3.17305 2.17322 4.22268
H -4.06675 2.74876 4.46093
C -3.22603 1.30028 3.13846
C -4.52851 1.16712 2.40835
Co -1.13001 -0.08152 0.06008
H 0.14490 -1.31267 -3.44123
H -1.10591 -2.31681 -4.16680
H -1.05961 -2.14481 -2.40073
H -4.57281 1.03216 -0.81111
H -5.42730 1.82763 -2.11724
H -4.15368 2.69140 -1.25657
H 1.19458 0.24061 3.56813
H 0.34022 -0.47631 2.19044
H 0.19016 -1.21445 3.79079
H -4.40073 1.04491 1.32793
H -5.13042 2.07257 2.55541
H -5.12702 0.32043 2.77371
H -4.24912 -2.72429 0.78944
C 0.70420 -0.85243 -0.26303
Si 0.94429 -2.69855 -0.01474
H 0.89076 -0.54664 -1.30752
H 1.36215 -0.28134 0.41776
C 2.08422 -3.36758 -1.34493
C -0.61136 -3.71271 -0.10907
C 1.64099 -3.06003 1.68080
H 2.38758 -2.33351 2.01905
H 2.11408 -4.04877 1.61453
H 0.84237 -3.11399 2.43088
H 1.78657 -3.01525 -2.34191
H 1.98275 -4.46447 -1.30975
H 3.12685 -3.07501 -1.16553
H -1.28511 -3.48621 -0.93649
H -1.20278 -3.66267 0.80991
H -0.28177 -4.75130 -0.23621
O -2.19691 3.85382 0.51773
C -1.63633 2.80861 0.39855
N -1.09025 1.74365 0.26809
*
```

=====

3.
The molecule C13H30N2O2Si, computed with wB97M-V/def2-TZVPD.

Summary:
SMILES = CCO[Si](C)(CCCN1CCN(C)CC1)OCC
LUMO level = 0.0326 Ha
HOMO-LUMO gap = 8.663 eV
Electronic energy = -28921.7256 eV
Energy relative to the best compared isomer or geometry (same formula, charge and spin) = 19.7 kJ/mol

Structure (ORCA input):
```
! RIJCOSX wB97M-V def2-TZVPD def2/J DEFGRID3
* xyz 0 1
C 0.89123 -3.54836 3.01503
C 0.70554 -3.77866 1.54176
O 1.39781 -2.89245 0.68405
Si 0.91651 -1.28478 0.72575
C 1.82415 -0.33443 2.06515
C -0.94905 -1.08721 0.93931
C -1.79672 -1.07607 -0.30918
C -2.68643 0.19571 -0.35732
N -1.93679 1.41231 -0.67141
C -1.25785 1.42393 -2.02935
C -0.26831 2.61068 -2.11321
N -0.27004 3.48287 -0.87233
C 0.48404 2.80357 0.21979
C -1.63641 3.88476 -0.53284
C -2.63475 2.71544 -0.41248
O 1.26756 -0.46407 -0.67484
C 2.56407 -0.76501 -1.12568
C 2.66940 -2.00562 -1.97198
H 1.95011 -3.48841 3.23337
H 0.44399 -2.59308 3.32970
H 0.47773 -4.38981 3.59451
H -0.33528 -3.68860 1.28559
H 1.04784 -4.76108 1.30233
H 1.21266 -0.15725 2.94611
H 2.80156 -0.71594 2.33657
H 1.98146 0.65505 1.65871
H -1.34446 -1.72661 1.71862
H -0.94956 -0.08940 1.34747
H -1.16529 -1.12970 -1.22257
H -2.43680 -1.99847 -0.34489
H -3.47879 0.12774 -1.09516
H -3.17693 0.35976 0.59036
H -0.74442 0.47614 -2.24408
H -2.06924 1.53328 -2.75429
H -0.49470 3.17062 -3.00487
H 0.75026 2.22452 -2.29327
H 0.19627 3.22461 1.20886
H 1.51364 2.97254 0.00280
H 0.30995 1.73297 0.27394
H -1.58933 4.48754 0.39815
H -2.00741 4.60539 -1.28996
H -3.09905 2.74372 0.57467
H -3.41350 2.80061 -1.17181
H 3.22896 -0.84026 -0.27091
H 2.94463 0.11824 -1.68845
H 2.19883 -2.80726 -1.46302
H 2.24969 -1.83561 -2.96820
H 3.71327 -2.30388 -2.11048
*
```

=====

4.
The molecule C2H5PS, computed with wB97M-V/def2-TZVPD.

Summary:
LUMO level (spin up / spin down) = -0.0227 / -0.0229 Ha
HOMO-LUMO gap (spin up / spin down) = 7.193 / 7.212 eV
Electronic energy = -22272.9919 eV
Energy relative to the best compared isomer or geometry (same formula, charge and spin) = 474.0 kJ/mol

Structure (ORCA input):
```
! RIJCOSX wB97M-V def2-TZVPD def2/J DEFGRID3
* xyz 0 1
C -0.63908 -1.31595 1.06056
C 0.61699 1.09408 0.46662
P -0.18540 0.64010 -1.01594
S -0.94694 -1.79856 -0.41758
H -0.50267 -2.07526 1.79220
H 1.46241 0.29887 0.70719
H -0.12187 1.24781 1.20402
H 0.90025 0.27375 -2.03551
H -0.58369 1.63516 -1.76157
*
```

=====

5.
A cluster of 2 separate species, C5H12S in total, computed with wB97M-V/def2-TZVPD.

Summary:
SMILES = C=CC.CCS
LUMO level = 0.0354 Ha
HOMO-LUMO gap = 9.946 eV
Electronic energy = -16213.4075 eV
Energy relative to the best compared isomer or geometry (same formula, charge and spin) = 132.0 kJ/mol

Structure (ORCA input):
```
! RIJCOSX wB97M-V def2-TZVPD def2/J DEFGRID3
* xyz 0 1
C 3.62436 -0.25753 0.52736
C 2.47317 -0.05362 -0.12345
C 1.75169 -1.14881 -0.79766
H 4.16763 0.57347 0.95293
H 4.06650 -1.24726 0.55105
H 2.35314 0.97956 -0.42276
H 1.47162 -2.07451 -0.29837
H 0.86089 -0.81488 -1.34359
H 2.30274 -1.53268 -1.67005
C -2.72679 -0.22175 1.39235
C -1.39031 -0.02096 0.69340
S -1.46419 0.93456 -0.85499
H -3.55039 -0.25365 0.67944
H -2.93210 0.60071 2.06329
H -2.73233 -1.08039 2.06485
H -0.68538 0.37780 1.41208
H -0.94768 -0.96502 0.37480
H -2.79172 0.92303 -0.99193
*
```

=====

6.
The molecule C4H6N2O, computed with wB97M-V/def2-TZVPD.

Summary:
LUMO level = 0.0147 Ha
HOMO-LUMO gap = 11.240 eV
Electronic energy = -9270.5211 eV
Energy relative to the best compared isomer or geometry (same formula, charge and spin) = 287.6 kJ/mol

Structure (ORCA input):
```
! RIJCOSX wB97M-V def2-TZVPD def2/J DEFGRID3
* xyz 0 1
C -2.10298 0.24704 -0.29265
C -0.77508 -0.46617 -0.18107
O 0.24481 0.54810 -0.11213
C 1.48738 0.09534 -0.15040
N 1.84517 -1.10175 -0.01589
C 2.64332 1.58643 0.67061
N 2.40892 1.22789 -0.44990
H -2.12646 0.88288 -1.18228
H -2.90796 -0.48942 -0.37176
H -2.28691 0.87103 0.58658
H -0.55883 -1.08782 -1.05559
H -0.71064 -1.10137 0.70763
H 2.85615 -1.19288 -0.03325
*
```

=====

7.
A structure of composition C33H49N6OPPdS, computed with wB97M-V/def2-TZVPD.

Summary:
LUMO level (spin up / spin down) = -0.2144 / -0.2350 Ha
HOMO-LUMO gap (spin up / spin down) = 8.179 / 7.883 eV
<S²> = 2.00
Electronic energy = -69598.8517 eV
Energy relative to the best compared isomer or geometry (same formula, charge and spin) = 21.9 kJ/mol

Structure (ORCA input):
```
! RIJCOSX wB97M-V def2-TZVPD def2/J DEFGRID3
* xyz 2 3
Pd -1.81252 -0.61799 0.67312
N -1.47106 -0.44549 2.85680
C -2.36846 -1.14417 3.80149
C -2.50821 -2.62251 3.48358
C -3.23974 -2.95764 2.19416
N -2.40461 -2.71056 0.99748
H -0.54198 -0.86247 2.87965
H -1.34562 0.51980 3.14899
H -3.34734 -0.66149 3.75724
H -2.00211 -1.02127 4.82357
H -3.05920 -3.08181 4.30673
H -1.52619 -3.10900 3.49803
H -4.14206 -2.34855 2.09601
H -3.55589 -4.00285 2.20806
H -2.88736 -3.02809 0.16176
H -1.54623 -3.25515 1.05593
S -6.38534 1.97573 -4.87192
N -5.04919 1.07903 -4.96216
C -4.65579 0.86117 -3.71582
C -3.50520 0.06831 -3.32376
C -2.67713 -0.59009 -4.23418
C -1.62609 -1.34372 -3.75715
C -1.41020 -1.39442 -2.38216
N -2.17374 -0.74693 -1.51100
C -3.22657 -0.04216 -1.96023
C -4.08791 0.59506 -0.95013
N -3.77687 0.39477 0.34606
C -4.53664 0.95972 1.27646
C -5.64834 1.74334 0.97781
C -5.98299 1.94392 -0.34256
C -5.19243 1.35765 -1.33242
C -5.46737 1.48855 -2.75214
N -6.47352 2.17423 -3.27558
H -2.87942 -0.51173 -5.29407
H -0.97405 -1.88776 -4.42479
H -0.59695 -1.97341 -1.95960
H -4.24856 0.78145 2.30421
H -6.22910 2.17723 1.77862
H -6.84127 2.53827 -0.62524
O 0.32902 -1.08083 0.71410
P 1.48740 -0.29959 0.05788
C 0.74223 1.14724 -0.75805
C -0.23365 1.91897 0.14577
C -0.74402 3.15365 -0.58323
C 0.40416 4.17011 -0.73325
C 1.76807 3.47045 -0.78780
C 1.65691 2.14068 -1.52589
C 2.72670 0.08213 1.32770
C 2.12866 0.76560 2.56838
C 3.07825 0.59969 3.75964
C 4.54927 0.75011 3.33651
C 4.64819 1.58852 2.07185
C 3.99771 0.86096 0.88992
C 2.20779 -1.34166 -1.23840
C 3.56907 -0.88715 -1.83566
C 4.70266 -1.80194 -1.38738
C 4.48946 -3.22825 -1.89191
C 3.01120 -3.64734 -1.80266
C 2.25838 -2.81210 -0.77411
H 0.11949 0.64468 -1.51147
H 0.23470 2.21415 1.09064
H -1.08535 1.28111 0.47471
H -1.58588 3.59882 -0.05139
H -1.12307 2.84961 -1.56484
H 0.38269 4.87020 0.10318
H 0.25583 4.76513 -1.63492
H 2.14829 3.29811 0.22389
H 2.50273 4.11259 -1.27316
H 2.63539 1.71282 -1.73652
H 1.20537 2.32152 -2.50424
H 3.03978 -0.92493 1.64261
H 1.15128 0.35351 2.81301
H 1.97992 1.82578 2.34567
H 2.91467 -0.38142 4.21171
H 2.82397 1.33624 4.52372
H 4.99375 -0.23204 3.15133
H 5.13137 1.19176 4.14422
H 5.68600 1.81155 1.82402
H 4.16540 2.55642 2.23332
H 4.71443 0.15474 0.47058
H 3.77194 1.58099 0.10234
H 1.46308 -1.29436 -2.04287
H 3.80027 0.14432 -1.58038
H 3.49280 -0.90772 -2.92501
H 4.76409 -1.79178 -0.29423
H 5.65855 -1.41362 -1.74073
H 5.11282 -3.91549 -1.31894
H 4.82909 -3.30192 -2.92612
H 2.92751 -4.70552 -1.55501
H 2.52150 -3.52909 -2.77479
H 2.75115 -2.89360 0.19935
H 1.24218 -3.18072 -0.62391
*
```

=====

8.
The ion C2H11N8 with charge +1, computed with wB97M-V/def2-TZVPD.

Summary:
SMILES = [H]/N=C(N)\[N+](=N\N)NC(N)N
LUMO level (spin up / spin down) = -0.1560 / -0.1560 Ha
HOMO-LUMO gap (spin up / spin down) = 8.696 / 8.697 eV
Electronic energy = -14163.0008 eV
Energy relative to the best compared isomer or geometry (same formula, charge and spin) = 57.5 kJ/mol

Structure (ORCA input):
```
! RIJCOSX wB97M-V def2-TZVPD def2/J DEFGRID3
* xyz 1 1
H 0.63875 2.27595 -0.72149
N 1.43495 2.11073 -0.02607
C 1.22387 1.21188 0.82753
N 2.10528 0.93502 1.77174
N -0.15680 0.60785 0.95810
N -0.36038 -0.04945 2.02919
N -1.33078 -0.97345 2.06012
N -0.92010 0.46903 -0.11176
C -0.67418 -0.89104 -1.25635
N -1.29901 -0.44074 -2.28582
N 0.66660 -1.10126 -1.33123
H 2.90799 1.49989 1.78130
H 2.26675 -0.08526 2.05227
H -1.52375 -1.28227 2.96244
H -2.07887 -0.93130 1.36893
H -0.80096 1.25438 -0.74009
H -1.36170 -1.47500 -0.65616
H -2.36536 -0.34413 -2.39139
H -0.72574 0.05737 -3.05275
H 1.28102 -0.78550 -2.09782
H 1.07243 -2.06272 -1.14069
*
```

=====

> Number 4 is which compound?

C2H5PS

=====

> What is the electronic energy in the third record?

-28921.7256 eV

=====

Copy entry 3 word for word.
The molecule C13H30N2O2Si, computed with wB97M-V/def2-TZVPD.

Summary:
SMILES = CCO[Si](C)(CCCN1CCN(C)CC1)OCC
LUMO level = 0.0326 Ha
HOMO-LUMO gap = 8.663 eV
Electronic energy = -28921.7256 eV
Energy relative to the best compared isomer or geometry (same formula, charge and spin) = 19.7 kJ/mol

Structure (ORCA input):
```
! RIJCOSX wB97M-V def2-TZVPD def2/J DEFGRID3
* xyz 0 1
C 0.89123 -3.54836 3.01503
C 0.70554 -3.77866 1.54176
O 1.39781 -2.89245 0.68405
Si 0.91651 -1.28478 0.72575
C 1.82415 -0.33443 2.06515
C -0.94905 -1.08721 0.93931
C -1.79672 -1.07607 -0.30918
C -2.68643 0.19571 -0.35732
N -1.93679 1.41231 -0.67141
C -1.25785 1.42393 -2.02935
C -0.26831 2.61068 -2.11321
N -0.27004 3.48287 -0.87233
C 0.48404 2.80357 0.21979
C -1.63641 3.88476 -0.53284
C -2.63475 2.71544 -0.41248
O 1.26756 -0.46407 -0.67484
C 2.56407 -0.76501 -1.12568
C 2.66940 -2.00562 -1.97198
H 1.95011 -3.48841 3.23337
H 0.44399 -2.59308 3.32970
H 0.47773 -4.38981 3.59451
H -0.33528 -3.68860 1.28559
H 1.04784 -4.76108 1.30233
H 1.21266 -0.15725 2.94611
H 2.80156 -0.71594 2.33657
H 1.98146 0.65505 1.65871
H -1.34446 -1.72661 1.71862
H -0.94956 -0.08940 1.34747
H -1.16529 -1.12970 -1.22257
H -2.43680 -1.99847 -0.34489
H -3.47879 0.12774 -1.09516
H -3.17693 0.35976 0.59036
H -0.74442 0.47614 -2.24408
H -2.06924 1.53328 -2.75429
H -0.49470 3.17062 -3.00487
H 0.75026 2.22452 -2.29327
H 0.19627 3.22461 1.20886
H 1.51364 2.97254 0.00280
H 0.30995 1.73297 0.27394
H -1.58933 4.48754 0.39815
H -2.00741 4.60539 -1.28996
H -3.09905 2.74372 0.57467
H -3.41350 2.80061 -1.17181
H 3.22896 -0.84026 -0.27091
H 2.94463 0.11824 -1.68845
H 2.19883 -2.80726 -1.46302
H 2.24969 -1.83561 -2.96820
H 3.71327 -2.30388 -2.11048
*
```

=====

> What is the electronic energy in the eighth record?

-14163.0008 eV